--- i ---
{"formula": "C7H8", "method": "the ωB97M-V functional and the def2-TZVPD basis", "elements": ["C", "C", "C", "C", "C", "C", "C", "H", "H", "H", "H", "H", "H", "H", "H"], "positions_angstrom": [[-0.135, -1.558, -0.565], [-0.268, -0.123, -0.094], [0.242, 0.975, -0.931], [1.005, 0.635, 0.392], [2.278, 0.099, 0.051], [-1.440, 0.154, 0.717], [-2.421, 0.359, 1.386], [-1.011, -1.836, -1.160], [0.769, -1.674, -1.165], [-0.071, -2.236, 0.291], [0.807, 1.354, 1.191], [0.749, 0.716, -1.854], [-0.253, 1.941, -0.905], [3.030, 0.654, 0.652], [-3.281, 0.540, 1.992]], "charge": 0, "gap_ev": 8.429}

=====

--- ii ---
{"formula": "C7H8", "method": "the ωB97M-V functional and the def2-TZVPD basis", "elements": ["C", "C", "C", "C", "C", "C", "C", "H", "H", "H", "H", "H", "H", "H", "H"], "positions_angstrom": [[-3.166, -0.943, -0.646], [-2.047, -0.617, -0.327], [-0.657, -0.285, -0.131], [0.368, -0.873, -0.770], [1.668, -0.244, -0.337], [1.245, 0.997, 0.541], [-0.231, 0.703, 0.931], [-4.206, -1.273, -0.791], [0.359, -1.466, -1.729], [2.282, 0.105, -1.139], [2.308, -0.924, 0.311], [1.916, 1.188, 1.359], [1.216, 1.869, -0.161], [-0.174, 0.193, 1.951], [-0.880, 1.569, 0.937]], "charge": 0, "smiles": "C#CC1=CCCC1", "gap_ev": 9.843}

=====

--- iii ---
{"formula": "C7H8", "method": "the ωB97M-V functional and the def2-TZVPD basis", "elements": ["C", "C", "C", "C", "C", "C", "C", "H", "H", "H", "H", "H", "H", "H", "H"], "positions_angstrom": [[-2.285, 0.328, 0.775], [-1.299, 0.350, 0.082], [0.140, 0.077, -0.155], [0.912, 1.402, -0.442], [0.293, -0.664, 1.369], [0.319, -0.821, -1.325], [0.489, -1.528, -2.289], [-3.118, 0.262, 1.438], [0.578, 1.904, -1.366], [1.979, 1.202, -0.568], [0.765, 2.115, 0.373], [-0.051, 0.151, 2.004], [-0.476, -1.430, 1.272], [1.107, -1.156, 1.947], [0.646, -2.192, -3.115]], "charge": 0, "smiles": "C#CC(C)(C)C#C", "gap_ev": 10.852}

=====

--- iv ---
{"formula": "C7H8", "method": "the ωB97M-V functional and the def2-TZVPD basis", "elements": ["C", "C", "C", "C", "C", "C", "C", "H", "H", "H", "H", "H", "H", "H", "H"], "positions_angstrom": [[-1.483, 0.941, -0.180], [-0.271, 0.956, -0.687], [0.078, -1.648, -0.673], [-0.599, -1.131, 0.343], [-1.748, -0.318, 0.652], [0.441, -0.206, -0.316], [2.225, 0.274, 0.272], [-2.095, 1.778, -0.496], [0.131, 1.746, -1.274], [0.583, -2.490, -1.016], [-1.912, 0.128, 1.593], [-2.744, -0.915, 0.520], [2.916, -0.279, -0.361], [2.364, -0.124, 1.352], [2.114, 1.286, 0.271]], "charge": 0, "gap_ev": 8.392}

=====

Stability summary: most stable ii, least stable iv.

=====

--- i ---
{"formula": "C7H8", "method": "the ωB97M-V functional and the def2-TZVPD basis", "elements": ["C", "C", "C", "C", "C", "C", "C", "H", "H", "H", "H", "H", "H", "H", "H"], "positions_angstrom": [[-0.108, -1.561, -0.560], [-0.273, -0.122, -0.113], [0.212, 0.984, -0.945], [1.002, 0.665, 0.361], [2.272, 0.102, 0.056], [-1.436, 0.149, 0.713], [-2.412, 0.361, 1.386], [-0.948, -1.856, -1.196], [0.829, -1.674, -1.105], [-0.086, -2.221, 0.313], [0.791, 1.358, 1.175], [0.722, 0.749, -1.872], [-0.311, 1.933, -0.914], [3.021, 0.580, 0.716], [-3.276, 0.553, 1.985]], "charge": 0, "gap_ev": 8.328}

=====

--- ii ---
{"formula": "C7H8", "method": "the ωB97M-V functional and the def2-TZVPD basis", "elements": ["C", "C", "C", "C", "C", "C", "C", "H", "H", "H", "H", "H", "H", "H", "H"], "positions_angstrom": [[0.271, 1.652, 0.484], [-0.161, 0.219, 0.803], [-1.192, -0.342, -0.202], [-0.596, -0.893, -1.412], [-0.053, -1.421, -2.348], [1.836, -1.472, 0.290], [1.035, -0.674, 0.911], [0.716, 1.698, -0.514], [-0.586, 2.335, 0.523], [1.012, 2.003, 1.209], [-0.655, 0.217, 1.777], [-1.767, -1.140, 0.277], [-1.906, 0.451, -0.452], [0.397, -1.903, -3.184], [1.650, -0.731, 1.839]], "charge": 0, "gap_ev": 10.498}

=====

--- iii ---
{"formula": "C7H8", "method": "the ωB97M-V functional and the def2-TZVPD basis", "elements": ["C", "C", "C", "C", "C", "C", "C", "H", "H", "H", "H", "H", "H", "H", "H"], "positions_angstrom": [[0.242, -0.549, -2.870], [0.662, 0.059, -1.918], [0.947, 0.582, -0.577], [-0.036, -0.175, 0.361], [-1.427, 0.472, 0.319], [0.456, -0.383, 1.727], [0.837, -0.689, 2.828], [-0.152, -1.112, -3.685], [0.771, 1.665, -0.532], [1.991, 0.406, -0.290], [-0.119, -1.180, -0.069], [-1.462, 1.379, 0.930], [-1.678, 0.740, -0.713], [-2.189, -0.218, 0.690], [1.157, -0.996, 3.800]], "charge": 0, "smiles": "C#CC[C@H](C)C#C", "gap_ev": 10.926}

=====

Stability summary: most stable iii, least stable i.

=====

--- i ---
{"formula": "C7H8", "method": "the ωB97M-V functional and the def2-TZVPD basis", "elements": ["C", "C", "C", "C", "C", "C", "C", "H", "H", "H", "H", "H", "H", "H", "H"], "positions_angstrom": [[-3.923, 0.503, 0.440], [-2.799, 0.168, 0.307], [-0.929, 0.115, 0.021], [0.462, 0.436, -0.194], [-0.566, -1.335, -0.242], [0.857, -0.958, -0.542], [1.198, 1.618, 0.227], [-4.997, 0.506, 0.613], [-0.732, -1.885, 0.674], [-1.185, -1.879, -0.935], [1.321, -0.981, -1.538], [1.551, -1.465, 0.164], [1.213, 1.874, 1.305], [0.529, 2.418, -0.142], [2.099, 1.589, -0.245]], "charge": 0, "gap_ev": 9.704}

=====

--- ii ---
{"formula": "C7H8", "method": "the ωB97M-V functional and the def2-TZVPD basis", "elements": ["C", "C", "C", "C", "C", "C", "C", "H", "H", "H", "H", "H", "H", "H", "H"], "positions_angstrom": [[1.699, -0.880, -1.051], [0.749, -0.717, -0.090], [-0.478, -1.475, 0.066], [-1.437, -0.637, 0.500], [-0.988, 0.702, 0.745], [-0.358, 1.551, -0.276], [0.497, 0.621, 0.576], [1.896, -1.806, -1.478], [2.340, 0.122, -1.176], [-0.453, -2.540, 0.041], [-2.316, -0.993, 0.854], [-1.591, 1.186, 1.490], [-0.393, 2.596, -0.119], [-0.426, 1.223, -1.302], [1.259, 1.047, 1.220]], "charge": 0, "smiles": "C=C1C=C[C@@H]2C[C@H]12", "gap_ev": 9.074}

=====

Stability summary: most stable ii, least stable i.

=====

--- i ---
{"formula": "C7H11NO", "method": "the ωB97M-V functional and the def2-TZVPD basis", "elements": ["C", "C", "C", "N", "O", "C", "C", "C", "C", "H", "H", "H", "H", "H", "H", "H", "H", "H", "H", "H"], "positions_angstrom": [[1.249, -2.789, -0.142], [0.867, -1.366, 0.250], [1.526, -0.118, 0.105], [2.355, 0.739, -0.251], [3.347, 1.225, 0.234], [-0.007, -0.318, -0.319], [-0.793, 0.722, 0.416], [-0.506, 2.097, -0.105], [-2.292, 0.487, 0.276], [1.213, -3.302, 0.776], [2.219, -2.754, -0.450], [0.745, -3.302, -0.896], [-0.225, -0.548, -1.350], [-0.585, 0.719, 1.443], [-0.734, 2.138, -1.133], [0.626, 2.308, -0.157], [-0.995, 2.806, 0.430], [-2.442, 0.051, -0.666], [-2.874, 1.557, 0.509], [-2.694, -0.351, 1.031]], "charge": 0, "smiles": "CC1=C(N=O)[C@@H]1C(C)C", "gap_ev": [7.645, 7.646]}

=====

--- ii ---
{"formula": "C7H11NO", "method": "the ωB97M-V functional and the def2-TZVPD basis", "elements": ["C", "C", "C", "C", "C", "C", "C", "N", "O", "H", "H", "H", "H", "H", "H", "H", "H", "H", "H", "H"], "positions_angstrom": [[3.288, 0.507, 0.259], [3.118, -0.877, 0.131], [0.682, -0.952, -0.113], [-0.376, -2.050, -0.006], [-0.969, 0.715, -1.139], [0.268, 1.198, 1.135], [0.330, 0.484, -0.165], [3.512, 1.653, 0.212], [1.903, -1.398, -0.032], [3.907, -1.592, 0.197], [0.031, -2.883, 0.554], [-0.503, -2.484, -0.948], [-1.322, -1.734, 0.359], [-1.101, 1.713, -1.174], [-1.801, -0.007, -1.085], [-0.676, 0.456, -2.145], [1.228, 1.532, 1.329], [0.073, 0.438, 1.859], [-0.512, 2.006, 1.216], [1.168, 0.989, -0.819]], "charge": 0, "gap_ev": [8.017, 7.223]}

=====

Stability summary: most stable ii, least stable i.

=====

--- i ---
{"formula": "C7H11NO", "method": "the ωB97M-V functional and the def2-TZVPD basis", "elements": ["C", "C", "C", "N", "O", "H", "H", "H", "H", "H", "C", "C", "C", "C", "H", "H", "H", "H", "H", "H"], "positions_angstrom": [[-0.193, -1.163, 1.914], [-0.354, -1.783, 0.754], [-1.356, -1.301, -0.229], [-1.286, -1.909, -1.440], [-2.183, -0.448, 0.010], [-0.797, -0.300, 2.141], [0.513, -1.490, 2.655], [0.232, -2.649, 0.479], [-1.937, -1.638, -2.157], [-0.597, -2.609, -1.656], [-1.154, 2.459, 0.466], [-0.276, 1.964, -0.179], [0.827, 1.430, -0.958], [2.011, 1.046, -0.072], [-1.968, 2.815, 1.025], [0.473, 0.552, -1.503], [1.140, 2.181, -1.691], [1.695, 0.303, 0.672], [2.810, 0.617, -0.676], [2.401, 1.923, 0.446]], "charge": 0, "smiles": "C=CC(N)=O.C#CCC", "gap_ev": 10.212}

=====

--- ii ---
{"formula": "C7H11NO", "method": "the ωB97M-V functional and the def2-TZVPD basis", "elements": ["C", "C", "C", "C", "C", "C", "C", "O", "N", "H", "H", "H", "H", "H", "H", "H", "H", "H", "H", "H"], "positions_angstrom": [[-0.952, -0.110, -0.253], [-1.157, 0.193, 1.221], [-1.163, 1.036, -1.214], [1.886, 0.717, -0.544], [0.985, -0.495, -0.373], [0.908, -1.093, 1.043], [-0.192, -0.802, 1.760], [-1.545, -1.268, -0.676], [1.055, -1.589, -1.074], [-0.785, -1.882, -0.908], [-0.909, 1.220, 1.502], [-2.192, -0.022, 1.501], [1.748, -1.666, 1.408], [-0.330, -1.233, 2.747], [-2.226, 1.298, -1.209], [-0.907, 0.738, -2.229], [-0.584, 1.916, -0.936], [1.857, 1.059, -1.579], [1.587, 1.534, 0.116], [2.916, 0.448, -0.303]], "charge": 0, "gap_ev": [7.691, 7.739]}

=====

--- iii ---
{"formula": "C7H11NO", "method": "the ωB97M-V functional and the def2-TZVPD basis", "elements": ["C", "C", "N", "C", "C", "C", "C", "C", "O", "H", "H", "H", "H", "H", "H", "H", "H", "H", "H", "H"], "positions_angstrom": [[-1.807, 0.243, -1.481], [-1.118, -0.383, -0.515], [-1.651, -1.435, 0.218], [0.301, -0.049, -0.184], [0.447, 1.135, 1.277], [1.065, 0.730, -1.238], [1.064, -1.174, 0.406], [1.647, -0.844, 1.548], [2.073, -0.931, 2.643], [-2.832, -0.023, -1.694], [-1.351, 0.953, -2.145], [-2.655, -1.519, 0.201], [-1.232, -1.597, 1.122], [1.408, 1.634, 1.376], [-0.033, 0.815, 2.199], [-0.219, 1.868, 0.826], [0.605, 1.692, -1.450], [2.085, 0.897, -0.903], [1.094, 0.142, -2.158], [1.108, -2.154, -0.047]], "charge": 0, "smiles": "C=C(N)C(C)(C)C=C=O", "gap_ev": 9.018}

=====

Stability summary: most stable i, least stable ii.

=====

--- i ---
{"formula": "C7H11NO", "method": "the ωB97M-V functional and the def2-TZVPD basis", "elements": ["C", "C", "C", "C", "C", "C", "C", "N", "O", "H", "H", "H", "H", "H", "H", "H", "H", "H", "H", "H"], "positions_angstrom": [[0.920, -1.253, 0.663], [0.812, -0.714, -0.606], [0.109, -0.744, 1.592], [-0.045, 0.439, -0.712], [-0.258, -0.755, 3.035], [0.637, 1.683, -1.517], [-1.325, -0.068, -1.459], [-0.535, 0.854, 0.534], [-1.536, 1.525, 0.792], [1.407, -2.214, 0.799], [1.608, -1.015, -1.237], [-1.306, -0.597, 3.202], [0.289, 0.179, 3.533], [0.165, -1.646, 3.496], [-0.174, 2.389, -1.864], [1.217, 1.532, -2.373], [1.297, 2.238, -0.811], [-1.878, 0.869, -1.790], [-1.801, -0.680, -0.582], [-1.071, -0.709, -2.279]], "charge": 0, "gap_ev": [7.487, 8.197]}

=====

--- ii ---
{"formula": "C7H11NO", "method": "the ωB97M-V functional and the def2-TZVPD basis", "elements": ["C", "C", "C", "C", "C", "C", "C", "H", "H", "H", "H", "H", "H", "H", "H", "H", "H", "H", "N", "O"], "positions_angstrom": [[0.973, 1.452, -0.865], [0.099, 0.465, -0.005], [-0.380, -0.826, -0.385], [-1.794, -0.561, -0.867], [-0.734, 0.327, 1.018], [0.896, -0.132, 1.099], [1.555, -1.194, 0.396], [2.152, 1.063, -1.044], [1.243, 2.433, -0.202], [0.574, 2.203, -1.948], [-0.696, -1.381, 0.591], [-2.378, -1.508, -1.131], [-2.140, 0.451, -1.229], [-2.671, 0.576, 0.546], [-0.839, 1.232, 1.724], [1.543, 0.418, 1.657], [1.248, -2.118, 0.820], [2.584, -1.147, 0.064], [-1.952, -0.249, 0.568], [0.718, -1.505, -0.807]], "charge": 0, "gap_ev": 9.317}

=====

--- iii ---
{"formula": "C7H11NO", "method": "the ωB97M-V functional and the def2-TZVPD basis", "elements": ["C", "C", "C", "C", "C", "C", "C", "H", "H", "H", "H", "H", "H", "H", "H", "H", "H", "H", "N", "O"], "positions_angstrom": [[1.194, -0.378, 0.037], [1.636, 1.133, -0.359], [0.297, 1.994, 0.002], [-0.747, 0.957, 0.088], [-2.298, 0.193, 0.200], [-0.591, -1.092, -0.236], [-0.040, -0.314, 0.885], [3.234, -1.214, 0.305], [2.194, -2.013, -0.954], [2.618, 1.490, 0.351], [1.630, 1.075, -1.538], [0.240, 2.672, -0.995], [0.422, 2.809, 0.992], [-0.646, 0.494, -0.983], [-3.224, 0.701, -0.290], [-2.489, -0.420, 1.174], [-0.300, -2.120, -0.455], [-0.415, -0.510, 1.878], [2.128, -1.459, 0.157], [-1.858, -0.963, -0.535]], "charge": 0, "gap_ev": 7.928}

=====

--- iv ---
{"formula": "C7H11NO", "method": "the ωB97M-V functional and the def2-TZVPD basis", "elements": ["C", "C", "C", "C", "N", "C", "C", "C", "O", "H", "H", "H", "H", "H", "H", "H", "H", "H", "H", "H"], "positions_angstrom": [[-0.869, -0.005, -0.006], [-1.303, -0.793, -1.247], [-1.310, -0.721, 1.276], [-1.428, 1.418, -0.048], [0.614, 0.134, -0.006], [1.403, -0.854, 0.025], [3.030, 0.766, 0.008], [4.241, 0.698, 0.014], [1.854, -1.921, 0.057], [1.706, 0.982, -0.032], [-0.960, -0.296, -2.155], [-0.896, -1.805, -1.230], [-2.391, -0.870, -1.282], [-0.903, -1.732, 1.319], [-2.398, -0.796, 1.309], [-0.972, -0.173, 2.156], [-1.103, 1.985, 0.824], [-2.518, 1.385, -0.050], [-1.098, 1.935, -0.949], [5.302, 0.663, 0.021]], "charge": 0, "gap_ev": 10.161}

=====

Stability summary: most stable iv, least stable ii.